77
Properties=species:S:1:pos:R:3:forces:R:3 method="wB97M-V/def2-TZVPD" gap_ev="6.41 / 7.58" charge=0 multiplicity=2 e_lumo_ev="-1.8 / -1.3" e_homo_ev="-8.22 / -8.85" s2=1.162
O 2.280 0.588 3.172 -0.5955 1.1526 -1.0500
H -0.095 -4.422 1.623 0.0795 0.0918 0.1488
H 0.522 2.534 -1.185 -0.3041 0.4481 0.0507
H -0.224 -0.581 3.059 0.1287 0.0621 -0.3665
H -4.886 -5.290 2.901 0.1026 0.0050 0.2573
N -2.879 3.705 -3.479 0.6769 -1.1836 1.4161
H 4.577 2.539 -1.860 0.0373 -0.3984 0.1568
H 3.334 -1.881 2.384 -0.0368 0.7969 -0.3072
C 0.610 5.578 1.486 -2.5792 -0.6311 1.1523
H 2.207 4.650 0.626 0.2757 -0.7064 -0.3356
H -2.722 5.535 -2.489 0.0010 0.2278 -0.5725
C 1.338 2.808 -1.838 0.0574 -0.4379 0.0753
C -0.305 -1.273 -4.906 0.4954 -0.3602 0.7289
H -2.864 0.696 -1.958 0.3962 -0.0933 0.3381
C 1.299 -3.898 0.038 -0.1163 0.4287 0.3637
C 2.268 -1.725 2.547 -0.4546 -1.0892 1.5919
C 2.470 -6.252 0.766 -0.1356 0.7207 -1.1919
H -2.003 3.950 2.919 -0.0142 -0.1415 0.0769
C -4.090 -4.770 2.389 -0.0372 0.1973 -0.6858
C 0.805 -4.690 1.090 1.2145 -0.7605 -1.2077
C -2.770 2.595 -0.893 1.0447 1.3954 0.0070
V 2.441 1.653 0.989 1.1390 -6.1271 -0.4855
C 1.272 4.443 1.125 1.2959 -0.8815 0.7603
O 0.818 0.477 -0.049 3.8518 1.3601 0.3830
C -3.592 -3.553 2.816 -1.2030 0.1209 0.5167
N -0.160 -0.194 -0.364 -2.1332 0.9273 -0.4749
C 2.350 -4.341 -0.754 0.7741 -1.7014 1.5160
H -2.678 2.090 0.057 -0.2231 0.2748 0.3302
H -4.262 -6.066 0.773 0.4671 -0.2978 -0.4998
H 1.973 3.423 -5.094 0.0523 0.1157 -0.1153
Cl -1.884 -0.783 -5.376 -1.0750 0.0973 -0.3774
C -2.679 4.024 -1.067 -0.1884 -3.1579 -0.1767
H -0.723 2.063 2.386 0.9460 -0.6067 -0.1901
H 2.400 -0.853 4.565 0.3695 -0.2180 0.0447
H -4.123 -3.145 3.664 0.5719 0.3136 0.4871
Cl 0.180 -2.760 -5.818 0.1470 1.1108 0.4478
C 0.391 -0.815 3.928 -0.8511 0.3924 -0.0957
C 2.161 3.220 -4.050 -2.0542 0.5238 0.0371
C -0.638 5.381 2.156 1.7664 1.1229 -1.4100
C -2.757 1.769 -2.009 -0.8250 0.0885 0.4017
H -0.327 -1.507 -3.842 0.0644 -0.2858 -0.2565
H -2.419 -1.843 2.415 0.1599 0.1381 -0.4260
C -2.832 2.353 -3.238 -0.1240 2.2319 -1.9193
H 2.921 -7.182 1.079 0.0451 -0.1195 0.0781
C 2.968 -5.551 -0.338 -0.9911 0.3163 -0.5357
C 1.076 3.219 -3.155 1.2162 -1.3916 0.4301
C -2.739 4.460 -2.381 -0.3585 0.5729 0.1335
H 2.816 -3.845 -1.593 -0.4761 0.4240 -0.0383
C 3.570 2.622 -2.240 -0.2837 0.6030 1.1446
H 0.059 3.249 -3.515 -0.0883 0.3702 0.1470
H 0.088 -0.103 4.696 0.0947 -0.0563 0.2111
C -2.310 -3.384 0.793 -1.9171 -0.7838 1.3600
H 0.945 6.583 1.274 0.1893 -0.1889 -0.2759
H 1.661 -1.611 1.649 0.3671 0.2383 -0.0426
H -1.236 6.275 2.259 -0.3299 -0.1673 0.5898
O -0.165 -0.858 -1.407 0.0178 -0.2344 0.6831
C -1.036 4.110 2.465 -0.2540 -0.2101 -0.0100
N 1.374 -5.864 1.398 -0.5424 0.4561 0.9578
O 3.550 0.566 0.534 -1.3941 2.5304 0.9438
H 4.246 3.072 -4.273 0.2541 -0.3308 0.2510
N 2.561 2.531 -1.292 0.1376 0.8787 -2.7763
H -2.572 4.697 -0.229 -0.0802 0.0513 -0.0541
Cl 0.754 0.158 -4.987 0.3763 -0.5383 -0.3777
C -3.718 -5.210 1.144 1.1351 0.4833 -0.6789
H 3.691 -6.011 -0.995 0.4494 0.0702 0.2526
N -2.790 -4.593 0.344 -0.4641 1.4740 1.2475
H 0.091 -1.821 4.223 0.1819 -0.0597 0.2192
C -2.740 -2.806 2.046 0.7740 -1.1632 -1.4158
H 1.987 -2.676 3.002 -0.2768 -0.4787 -0.2696
C 3.411 2.956 -3.598 0.5435 -0.2322 1.5018
H -1.723 -2.758 0.137 0.3594 -0.3615 -0.2480
C -0.253 3.007 2.152 1.6897 0.7356 -1.1600
N 0.980 3.138 1.481 -3.1562 2.3892 0.9130
C 1.859 -0.712 3.629 1.1286 1.1597 -2.0701
H 0.893 -2.904 -0.081 -0.2575 -0.0238 -0.3974
O -1.154 0.008 0.344 -1.1548 -1.2112 0.0178
H -2.851 1.804 -4.168 -0.0994 -0.4679 0.1247



77
Properties=species:S:1:pos:R:3:forces:R:3 method="wB97M-V/def2-TZVPD" gap_ev=6.61 charge=0 multiplicity=1 e_lumo_ev=-2.1 e_homo_ev=-8.66 smiles="CCOc1c(COC(C)=O)c2c(c(P(C)O)c1CNC)C(=O)c1c(cc(CCCCN)c(OC#N)c1COC(F)(F)F)C2=O"
P -1.605 1.738 -3.271 -0.1070 -0.0972 -1.3171
H 0.996 -4.435 3.622 0.3787 -2.1669 -1.1806
H -3.444 2.087 1.298 0.7169 0.9750 2.3380
C 2.472 -2.192 1.759 -1.3923 -0.0660 -3.9833
O 1.422 4.384 3.321 1.9714 -1.5882 -1.5357
H -0.534 4.870 -2.578 -2.1347 1.1624 0.2326
H -1.507 -4.366 2.931 0.9690 -0.9923 -2.1134
C 0.744 3.074 3.217 -0.2302 -1.0987 -0.1232
O -1.682 4.569 1.932 0.3541 -3.4355 -2.3089
H 3.581 -4.967 2.679 -2.0620 -0.0549 -0.9781
H -2.217 -5.201 0.132 -0.3377 -0.2171 1.5070
O 2.122 -2.626 -3.757 -2.0715 -0.0391 -3.9703
C 0.223 2.723 1.676 -1.1836 -0.6215 -3.6064
C 2.582 -5.091 2.083 -0.5234 0.3943 -0.9023
F 1.156 -3.902 -5.581 1.5745 4.6866 0.9324
F 2.956 -2.367 -6.074 -4.4497 -0.7742 3.5066
C 2.196 0.684 1.260 3.0954 1.3160 1.6972
O -1.210 0.103 -3.802 -1.4996 1.1339 3.1998
C 0.936 -2.905 -2.924 -0.1732 -0.1184 2.4353
C 1.749 -2.569 -5.190 0.7608 0.0718 -0.2392
H 1.500 2.271 3.616 -1.5330 1.3104 -1.1046
H 2.729 -6.008 1.347 -0.2500 2.0304 1.4670
O 3.739 4.145 3.969 -6.1258 0.9893 -6.4125
H 0.260 -6.419 1.101 -0.1610 0.8084 2.0504
H -3.124 -4.568 1.396 1.0206 -1.2468 -0.5391
H -3.931 0.607 -3.493 1.0115 2.2449 0.6378
H -0.479 -6.903 2.766 0.6386 2.1942 -1.3627
C -1.631 3.255 -0.520 1.8082 -0.8148 1.6726
H -2.350 1.836 2.863 -1.5489 1.4587 -0.9770
H -2.938 4.370 3.650 0.1318 -0.5258 -2.5258
C -2.962 4.100 2.487 -1.2224 -0.4298 1.5959
N -2.782 4.752 -2.397 0.1450 -0.3341 1.2477
O 1.604 -5.430 -0.934 4.4634 0.8237 -0.5717
H -3.939 3.639 -0.789 2.2669 1.1097 -0.7357
H -2.946 5.163 -0.273 0.3694 -2.1725 -0.8801
H -4.056 2.452 -3.907 1.3315 -1.3266 1.6935
O 3.211 1.180 1.972 -6.4863 -3.1012 -4.1691
C -3.209 2.481 2.395 -1.3514 -0.1397 0.0888
H -1.603 -0.501 -3.099 0.6315 0.7135 -1.3618
C -0.942 2.104 -1.519 1.6592 0.0240 5.4974
H 0.098 -2.096 -3.075 1.7016 -1.7012 -0.0269
H -0.179 3.053 3.967 1.9457 0.4781 -1.8453
H -3.875 4.736 2.056 2.0429 -1.5525 0.5513
H -1.411 6.476 -1.884 -0.0002 -2.0456 -1.1917
C 1.438 -2.748 -1.340 0.9665 0.7825 1.9415
C -1.079 3.541 1.033 1.9827 -1.7166 -1.4598
H 0.571 -4.013 -3.034 0.6401 2.2736 -0.1060
H 4.028 5.437 1.250 -1.5893 -2.1524 0.7175
N 4.079 -6.263 -1.918 -10.6210 2.6344 4.2922
C 2.113 -0.921 0.790 -0.6178 -3.0093 -1.3391
C 1.242 0.154 -1.686 1.5895 0.4346 -3.9863
C 3.475 4.398 1.444 0.0159 -0.5536 -0.6212
H 2.692 4.163 0.582 1.4808 0.7740 2.0411
H -0.645 -3.850 1.330 -0.6902 -2.0995 1.0922
H -3.922 1.820 -2.041 0.7044 -0.0557 -2.6085
C -1.127 -4.788 1.882 0.0131 0.3191 1.2037
N -2.388 -5.297 1.170 0.8640 1.9391 -0.2886
F 0.827 -1.427 -5.469 2.9686 -4.3934 0.7485
H 2.833 -1.965 2.870 -0.8410 -0.7967 -2.7644
C -2.910 4.210 -0.979 0.3619 0.5466 1.0456
C 2.904 -5.951 -1.445 6.2793 -0.5314 -2.4970
H -4.198 2.257 3.025 2.1489 0.5575 -1.2754
C 2.846 4.289 2.960 4.9315 -0.7078 4.8764
O 1.690 0.300 -2.935 -3.0493 -0.9027 7.9161
C -0.022 -5.991 2.155 -0.4508 0.4673 0.0290
C 2.293 -3.736 1.162 -0.5293 0.9998 -1.7296
C 1.263 -5.420 3.020 0.5750 -0.4110 -0.0722
H -1.558 5.982 -3.706 0.1328 -1.0219 2.3840
H 4.328 3.577 1.321 -1.9966 1.7338 0.7269
C 0.360 1.311 -0.858 -0.8668 1.3120 1.6325
C 1.581 -1.205 -0.771 0.8602 -2.1748 2.3928
H 1.578 -6.283 3.779 -0.6071 2.0468 -1.5394
C 1.775 -4.054 -0.396 0.7111 5.4144 1.5802
H -3.641 5.346 -2.545 1.5640 -0.7275 0.0800
C -1.503 5.532 -2.602 0.0526 1.4101 -1.1965
C 0.909 1.594 0.697 -1.9737 1.6820 -0.5796
C -3.550 1.691 -3.168 -1.1548 -1.3378 0.9749



77
Properties=species:S:1:pos:R:3:forces:R:3 method="wB97M-V/def2-TZVPD" gap_ev=5.31 charge=-1 multiplicity=1 e_lumo_ev=1.2 e_homo_ev=-4.07
C -3.644 0.477 5.720 -0.0051 0.0149 0.0112
H -0.691 -3.797 -6.037 0.0016 0.0061 -0.0023
C -2.837 0.530 4.410 0.0343 -0.0141 -0.0076
N 2.230 1.147 4.589 -0.0189 -0.0665 -0.0838
C -4.275 -0.918 5.848 0.0109 -0.0042 -0.0098
S -2.986 -1.065 3.562 -0.1282 0.1149 0.0224
C 0.212 -2.703 -4.341 -0.0119 0.0438 -0.0216
H 2.091 1.592 -0.131 -0.1214 0.0621 -0.2182
O -1.978 -1.976 4.180 -0.0144 -0.0189 -0.0497
H 0.899 3.660 -0.634 0.3395 -0.0511 -0.1906
C 3.863 3.339 -2.317 -0.1010 0.0979 0.1361
C -1.968 -4.252 -0.354 0.1567 0.1369 -0.0973
C 0.019 -3.889 -5.228 0.0050 -0.0137 -0.0078
S 2.568 1.437 1.953 -0.0425 0.1450 0.8789
H 2.180 -3.552 -4.853 -0.0004 0.0028 0.0043
H -4.431 1.235 5.694 0.0001 -0.0039 -0.0019
H -5.320 -0.788 3.929 0.0056 -0.0002 -0.0088
H -2.838 0.370 -2.313 -0.0014 0.0046 0.0026
C -1.235 1.836 0.306 -0.0191 0.1039 0.0752
H -3.194 1.292 3.715 -0.0048 0.0071 0.0057
C 0.478 -3.225 -0.117 0.2974 0.4929 0.2883
H -0.353 -1.806 -4.576 -0.0177 -0.0110 0.0015
H 1.594 -0.630 -3.732 -0.0115 0.0315 0.0131
C 1.300 -3.103 -5.293 0.0156 0.0163 0.0044
H -1.312 -4.112 -2.837 0.0390 -0.0507 -0.0083
O -2.665 -4.890 -1.160 -0.0364 -0.2003 0.1072
N 0.412 -2.941 -2.942 0.0086 -0.1731 -0.0297
C -1.182 3.130 -0.220 -0.4833 -0.0959 0.0169
H 0.052 -4.861 -4.757 0.0023 -0.0005 0.0028
C -1.857 0.774 -0.443 -0.0508 -0.1944 -0.1698
H 1.484 -2.472 -6.151 -0.0095 0.0049 0.0023
H 3.424 3.563 -3.288 -0.0085 -0.0343 -0.0112
C 1.320 -2.176 -2.230 0.0336 0.1638 0.0756
H -4.770 -2.442 4.315 -0.0088 0.0015 0.0022
O -1.951 -0.415 -0.036 0.1099 0.1328 -0.0730
H 2.825 4.901 -1.383 0.0083 -0.0170 0.0124
C 2.421 -1.744 -0.118 0.2110 0.1404 0.1429
Na -1.222 -1.833 1.500 -0.1343 -0.0692 0.1988
C -0.512 -3.679 -2.250 -0.1620 0.3864 0.0212
H 1.180 3.460 -2.391 -0.0626 0.0447 0.0222
H 4.502 1.711 -1.107 0.0170 0.0215 -0.0547
C -2.370 1.158 -1.733 0.0208 0.0153 -0.0116
H 1.812 0.519 5.263 -0.0096 0.0209 0.0262
N 2.715 1.216 -2.170 -0.2545 -0.1146 -0.2629
N 0.331 0.732 3.411 0.2038 -0.4509 -0.0587
H 0.806 1.257 -1.275 0.0120 0.0703 -0.0958
H -5.180 -0.905 6.457 0.0006 -0.0040 -0.0045
H -1.761 0.663 4.530 -0.0039 0.0079 0.0146
C 1.893 -1.008 -2.764 -0.0640 0.0614 0.1815
C 4.018 1.848 -2.083 0.0124 0.0579 0.1602
C 1.487 -2.447 -0.872 -0.2020 -0.3181 -0.2947
C 3.035 -0.675 -0.680 0.1225 -0.1394 -0.0615
C -0.600 -3.775 -0.902 0.0658 -0.2206 -0.0890
C 1.554 3.233 -1.393 0.1950 0.0733 -0.0673
H -3.011 0.700 6.579 -0.0012 0.0068 -0.0048
F 3.907 0.066 0.033 0.3018 -0.3989 -0.2963
C -2.288 2.440 -2.218 0.0319 -0.0279 0.0183
N -0.372 0.542 2.210 0.0610 0.3652 0.0341
H -0.173 2.554 2.035 -0.0756 0.0328 0.0437
H 4.678 1.428 -2.842 0.0116 0.0618 -0.0415
H 3.222 1.003 4.483 -0.0007 0.0196 0.0131
H 4.813 3.860 -2.202 0.0134 -0.0014 -0.0315
H 2.543 -1.942 0.937 -0.0327 -0.1255 -0.0120
C 2.650 -0.205 -1.938 0.3331 0.1819 -0.2364
H 3.279 3.699 -0.348 -0.0780 -0.1018 0.1513
H -0.707 3.898 0.387 -0.1472 0.0244 0.1118
H -1.638 4.479 -1.837 -0.0196 0.0069 -0.0049
O -2.230 -3.839 0.793 -0.0970 0.0281 0.0939
N 2.910 3.892 -1.286 0.2569 -0.0601 -0.0952
H -2.702 2.666 -3.196 0.0092 -0.0006 0.0116
O 0.585 -3.167 1.111 -0.3057 -0.6814 0.0247
C 1.765 1.767 -1.171 -0.1288 0.0827 -0.4306
C -0.583 1.641 1.591 0.0888 -0.0650 -0.0724
C -4.546 -1.382 4.424 0.0323 -0.0197 0.0479
C 1.579 1.051 3.343 -0.1910 0.4622 0.1697
H -3.567 -1.610 6.305 -0.0032 0.0006 0.0030
C -1.688 3.463 -1.465 0.0002 -0.0075 0.0640